140
Properties=species:S:1:pos:R:3 method="wB97M-V/def2-TZVPD" charge=0 lumo_energy_ev=0.2 e_tot_ev=-146579.838 orbital_gap_ev=7.94
C 1.925 5.049 -5.882
C 2.650 4.054 -5.034
O 2.298 4.070 -3.613
C 2.702 5.114 -2.930
O 3.399 5.996 -3.389
C 2.236 5.193 -1.433
F 1.585 4.130 -1.040
F 3.254 5.450 -0.699
F 1.418 6.236 -1.328
H 2.315 5.039 -6.904
H 2.019 6.074 -5.543
H 0.862 4.795 -5.923
H 3.738 4.119 -5.050
H 2.413 3.028 -5.259
C -6.078 3.985 0.018
C -4.910 3.263 0.572
O -4.716 3.684 1.906
C -3.645 3.255 2.571
O -2.855 2.334 2.238
C -3.442 3.982 4.005
F -2.326 4.665 4.122
F -4.396 4.764 4.251
F -3.444 2.974 4.895
H -6.977 3.768 0.609
H -6.196 3.534 -0.976
H -5.924 5.043 -0.116
H -3.987 3.447 0.064
H -5.107 2.177 0.609
C -3.177 -5.799 0.992
C -2.747 -6.339 -0.358
O -3.743 -6.024 -1.418
C -3.678 -4.809 -1.936
O -2.899 -3.937 -1.582
C -4.739 -4.478 -3.058
F -5.725 -5.331 -3.244
F -5.273 -3.304 -2.738
F -4.033 -4.404 -4.167
H -2.325 -5.609 1.596
H -3.792 -6.523 1.538
H -3.719 -4.870 0.981
H -2.841 -7.410 -0.322
H -1.749 -6.011 -0.679
C 1.273 -4.393 -1.274
C 0.867 -4.807 0.125
O 1.340 -3.785 1.044
C 0.625 -3.357 2.070
O -0.507 -3.694 2.384
C 1.476 -2.388 2.993
F 1.608 -2.916 4.209
F 2.645 -2.110 2.543
F 0.727 -1.294 3.130
H 0.530 -3.734 -1.670
H 1.208 -5.297 -1.905
H 2.252 -3.898 -1.289
H 1.484 -5.660 0.409
H -0.199 -4.976 0.279
C 3.393 1.201 4.434
C 3.606 1.672 3.001
O 2.732 2.732 2.499
C 2.820 3.942 3.009
O 3.630 4.340 3.825
C 1.615 5.003 2.726
F 0.849 5.076 3.807
F 2.139 6.144 2.451
F 0.894 4.542 1.707
H 4.280 0.690 4.823
H 2.587 0.500 4.647
H 3.238 2.109 5.061
H 3.408 0.859 2.311
H 4.642 2.042 2.883
C -3.142 -0.438 5.483
C -1.794 -0.660 6.006
O -1.106 0.486 6.587
C -0.648 1.415 5.832
O -0.648 1.521 4.602
C -0.110 2.725 6.625
F -0.333 2.614 7.917
F 1.231 2.661 6.441
F -0.602 3.861 6.159
H -3.434 -1.364 5.011
H -3.174 0.316 4.695
H -3.907 -0.271 6.234
H -1.055 -0.970 5.265
H -1.749 -1.361 6.834
C 4.962 -0.251 -6.830
C 4.056 -0.398 -5.658
O 3.310 -1.629 -5.830
C 2.287 -1.890 -5.007
O 1.862 -1.259 -4.034
C 1.543 -3.298 -5.354
F 0.324 -2.965 -5.658
F 2.117 -3.979 -6.338
F 1.500 -4.056 -4.301
H 5.495 0.672 -6.644
H 4.455 -0.205 -7.792
H 5.702 -1.059 -6.890
H 3.329 0.398 -5.465
H 4.686 -0.521 -4.770
O -6.716 0.476 -3.352
C -6.063 0.043 -2.213
C -4.751 0.398 -1.863
C -4.261 -0.101 -0.685
C -4.978 -0.982 0.159
O -4.414 -1.474 1.301
C -6.289 -1.301 -0.194
C -6.795 -0.792 -1.358
H -6.075 0.702 -4.053
H -4.151 1.019 -2.537
H -3.252 0.140 -0.407
H -3.492 -1.190 1.391
H -6.835 -2.008 0.425
H -7.819 -1.093 -1.610
O 6.496 -3.777 0.695
C 6.052 -2.505 0.281
C 6.872 -1.457 -0.172
C 6.313 -0.325 -0.663
C 4.949 -0.154 -0.768
O 4.507 0.938 -1.392
C 4.096 -1.141 -0.254
C 4.664 -2.329 0.280
H 7.431 -3.822 0.466
H 7.948 -1.622 -0.081
H 6.924 0.511 -0.983
H 3.550 0.987 -1.484
H 3.021 -1.032 -0.346
H 3.944 -3.053 0.659
O 1.778 0.784 -2.080
C 0.900 0.364 -1.073
C 0.078 -0.724 -1.192
C -0.799 -1.016 -0.106
C -0.829 -0.124 0.969
O -1.842 -0.367 1.917
C 0.075 0.943 1.082
C 0.975 1.154 0.058
H 1.853 0.103 -2.778
H 0.009 -1.393 -2.037
H -1.542 -1.820 -0.141
H -2.013 0.497 2.363
H 0.060 1.593 1.978
H 1.731 1.938 0.104

=====

106
Properties=species:S:1:pos:R:3 method="wB97M-V/def2-TZVPD" charge=-1 lumo_energy_ev=2.4 e_tot_ev=-192943.893 orbital_gap_ev=6.05
Pt -1.107 -0.915 -0.842
C -1.810 3.801 4.921
C -1.819 4.509 3.569
C -3.165 5.227 3.411
C -0.696 5.553 3.568
C -1.614 3.531 2.418
C -1.432 2.171 2.589
C -1.225 1.327 1.508
Se -0.902 -0.526 1.820
C 1.006 -0.454 1.632
C 1.798 -0.179 2.728
C 3.171 -0.003 2.609
C 3.697 -0.081 1.328
C 2.945 -0.328 0.183
C 1.569 -0.579 0.349
O 0.858 -0.930 -0.710
C 3.696 -0.276 -1.152
C 4.710 -1.423 -1.205
C 2.824 -0.367 -2.407
C 4.446 1.063 -1.251
C 4.008 0.303 3.846
C 3.502 1.594 4.498
C 3.879 -0.840 4.857
C 5.489 0.487 3.517
C -1.194 1.816 0.179
O -0.953 1.084 -0.884
C -1.403 3.210 -0.012
C -1.589 4.001 1.107
C -1.422 3.926 -1.373
C -0.269 4.937 -1.414
C -2.754 4.674 -1.523
C -1.283 3.032 -2.611
H -1.958 4.531 5.719
H -0.865 3.292 5.108
H -2.606 3.061 4.996
H -3.329 5.927 4.233
H -3.987 4.511 3.401
H -3.209 5.789 2.480
H -0.820 6.258 4.392
H -0.686 6.123 2.640
H 0.278 5.074 3.671
H -1.438 1.745 3.582
H 1.325 -0.084 3.698
H 4.754 0.077 1.187
H 4.205 -2.386 -1.127
H 5.440 -1.368 -0.397
H 5.254 -1.401 -2.151
H 2.326 -1.325 -2.492
H 3.479 -0.232 -3.271
H 2.046 0.392 -2.432
H 5.174 1.204 -0.455
H 3.744 1.895 -1.211
H 4.981 1.116 -2.200
H 2.459 1.507 4.799
H 3.574 2.437 3.811
H 4.089 1.826 5.389
H 2.842 -0.984 5.160
H 4.464 -0.624 5.752
H 4.231 -1.782 4.435
H 5.654 1.318 2.833
H 5.922 -0.407 3.068
H 6.042 0.699 4.435
H -1.725 5.062 0.943
H -0.349 5.685 -0.626
H -0.260 5.459 -2.373
H 0.689 4.431 -1.296
H -2.909 5.417 -0.740
H -3.590 3.978 -1.489
H -2.782 5.193 -2.483
H -0.341 2.494 -2.636
H -1.343 3.686 -3.486
H -2.070 2.286 -2.678
S -3.309 -0.630 -1.209
C -4.088 -2.207 -1.254
C -5.487 -2.269 -1.157
C -6.157 -3.475 -1.208
C -5.464 -4.674 -1.355
C -4.084 -4.636 -1.467
C -3.416 -3.418 -1.431
As -1.507 -3.246 -1.575
C -0.841 -5.057 -1.540
C -0.700 -5.803 -2.705
C -0.252 -7.114 -2.629
C 0.058 -7.687 -1.405
C -0.080 -6.943 -0.245
C -0.526 -5.631 -0.312
C -1.323 -2.913 -3.501
C -2.408 -2.752 -4.344
C -2.196 -2.462 -5.688
C -0.909 -2.335 -6.184
C 0.177 -2.492 -5.330
C -0.031 -2.775 -3.991
H -6.038 -1.349 -1.020
H -7.235 -3.479 -1.115
H -5.988 -5.620 -1.383
H -3.526 -5.557 -1.596
H -0.939 -5.374 -3.666
H -0.146 -7.686 -3.542
H 0.410 -8.707 -1.358
H 0.164 -7.377 0.717
H -0.619 -5.059 0.604
H -3.416 -2.837 -3.953
H -3.046 -2.324 -6.344
H -0.750 -2.101 -7.228
H 1.189 -2.376 -5.698
H 0.820 -2.864 -3.326